Here is 7 unconnected molecules or ions with the total composition C34H86N9O11P3S4 at a distorted geometry from OMol25. Energies are from the ωB97M-V functional and the def2-TZVPD basis.

Last column: Mulliken charge in e.
Geometry (Å):
C1 -0.736 -6.824 0.612  -0.847
C2 -1.456 -5.568 1.072  0.509
C3 -0.606 -4.952 2.212  0.391
S1 1.154 -5.242 1.606  1.026
O1 2.096 -5.707 2.631  -0.791
O2 1.484 -4.094 0.763  -0.534
C4 0.796 -6.563 0.410  -0.626
H1 -1.160 -7.124 -0.375  0.371
H2 -0.885 -7.684 1.338  0.348
H3 -2.499 -5.877 1.362  0.523
H4 -1.547 -4.830 0.268  -0.647
H5 -0.694 -5.455 3.175  0.552
H6 -0.633 -3.854 2.288  -1.036
H7 1.374 -7.461 0.565  0.483
H8 1.060 -6.062 -0.558  0.218
C5 3.984 -2.279 -4.400  -1.067
C6 3.195 -3.153 -3.385  0.110
C7 3.671 -2.946 -1.916  0.175
S2 5.124 -1.738 -2.145  1.085
O3 6.335 -2.505 -2.449  -0.719
O4 5.130 -0.756 -1.081  -0.595
C8 4.586 -1.093 -3.688  -0.009
H9 3.375 -1.940 -5.213  0.536
H10 4.747 -2.871 -4.861  0.371
H11 3.318 -4.209 -3.652  0.310
H12 2.125 -2.980 -3.437  -0.356
H13 4.011 -3.849 -1.453  0.610
H14 2.975 -2.377 -1.308  -0.598
H15 5.413 -0.684 -4.223  0.542
H16 3.843 -0.286 -3.541  -0.327
C9 2.299 -1.092 1.325  -0.004
C10 0.806 -0.926 1.508  0.923
C11 0.602 0.447 2.078  2.154
S3 2.026 0.884 3.114  1.221
O5 1.785 0.639 4.525  -0.716
O6 2.587 2.088 2.536  -0.706
C12 2.971 -0.543 2.600  -1.125
H17 2.754 -0.548 0.427  -0.412
H18 2.560 -2.139 1.120  0.314
H19 0.402 -1.697 2.211  -0.722
H20 0.286 -1.069 0.577  -0.131
H21 -0.341 0.523 2.616  -0.531
H22 0.646 1.257 1.364  -1.263
H23 2.995 -1.157 3.524  0.397
H24 4.010 -0.228 2.463  0.509
C13 0.136 6.519 0.183  -0.818
C14 1.306 5.594 0.599  0.077
C15 0.920 5.019 1.977  -0.540
S4 -0.738 4.465 1.672  1.089
O7 -1.571 4.639 2.827  -0.853
O8 -0.759 3.200 1.043  -0.352
C16 -1.112 5.726 0.515  -0.771
H25 0.126 6.835 -0.873  0.352
H26 0.214 7.413 0.761  0.413
H27 2.289 6.066 0.535  0.549
H28 1.445 4.755 -0.072  -0.469
H29 0.824 5.822 2.684  0.470
H30 1.515 4.147 2.428  0.156
H31 -1.891 6.421 0.881  0.501
H32 -1.378 5.261 -0.396  0.155
O9 2.146 1.626 -4.123  -0.915
P1 1.623 2.911 -3.617  0.112
N1 1.797 4.127 -4.717  0.552
C17 1.114 5.362 -4.544  -0.828
C18 2.668 4.005 -5.895  -1.001
N2 2.212 3.509 -2.140  0.775
C19 2.069 2.503 -1.060  -1.222
C20 3.540 3.978 -2.348  -1.203
N3 0.014 3.013 -3.262  1.254
C21 -0.605 3.916 -2.297  -1.882
C22 -0.887 2.392 -4.191  -1.160
H33 0.356 5.451 -5.296  0.333
H34 1.828 6.137 -4.741  0.448
H35 0.671 5.425 -3.534  -0.011
H36 3.500 3.185 -5.835  0.199
H37 3.147 4.950 -6.010  0.354
H38 2.077 3.785 -6.753  0.356
H39 2.470 1.534 -1.371  0.804
H40 2.619 2.906 -0.159  0.672
H41 0.996 2.277 -0.970  -0.723
H42 3.690 4.924 -1.850  0.322
H43 4.377 3.368 -1.926  0.321
H44 3.815 4.185 -3.388  0.345
H45 0.170 4.367 -1.654  0.318
H46 -1.117 4.751 -2.783  0.396
H47 -1.276 3.403 -1.640  0.640
H48 -0.386 2.003 -5.059  0.472
H49 -1.508 3.124 -4.589  0.535
H50 -1.468 1.529 -3.806  -0.106
O10 -4.475 -0.876 5.244  -0.952
P2 -3.102 -0.295 5.139  0.473
N4 -1.973 -1.179 5.985  0.511
C23 -2.345 -1.698 7.264  -1.101
C24 -0.580 -1.077 5.762  -1.100
N5 -3.065 1.298 5.676  0.292
C25 -1.877 2.046 5.959  -0.690
C26 -4.319 2.088 5.702  -1.159
N6 -2.577 -0.301 3.525  0.704
C27 -2.564 -1.601 2.772  -0.599
C28 -2.910 0.823 2.634  -0.679
H51 -3.469 -1.746 7.261  0.352
H52 -1.807 -1.147 8.132  0.212
H53 -1.925 -2.722 7.309  0.350
H54 -0.057 -0.470 6.534  0.281
H55 -0.344 -0.605 4.823  0.054
H56 -0.080 -2.029 5.749  0.481
H57 -1.108 1.466 6.387  0.195
H58 -1.539 2.708 5.145  0.099
H59 -2.179 2.707 6.756  0.394
H60 -4.418 2.602 6.629  0.403
H61 -4.288 2.771 4.860  0.287
H62 -5.187 1.509 5.555  0.357
H63 -3.571 -2.041 2.528  0.470
H64 -2.006 -1.316 1.836  -0.357
H65 -1.979 -2.279 3.314  0.482
H66 -3.970 0.975 2.405  0.252
H67 -2.374 0.698 1.648  -0.053
H68 -2.594 1.743 3.091  0.221
O11 -1.356 -2.507 0.004  -0.632
P3 -1.633 -2.334 -1.425  -0.047
N7 -3.226 -1.886 -1.627  0.561
C29 -4.149 -1.904 -0.446  -0.642
C30 -3.865 -1.590 -2.930  -0.841
N8 -1.364 -3.733 -2.298  0.457
C31 -0.008 -4.253 -2.312  -0.835
C32 -2.344 -4.470 -3.016  -1.436
N9 -0.611 -1.172 -2.111  1.521
C33 -0.370 -1.034 -3.513  -0.814
C34 -0.591 0.158 -1.412  0.049
H69 -4.586 -0.947 -0.136  0.307
H70 -3.601 -2.349 0.401  -0.233
H71 -4.937 -2.632 -0.713  0.411
H72 -3.299 -0.789 -3.434  0.040
H73 -4.888 -1.206 -2.725  0.383
H74 -3.840 -2.458 -3.545  0.290
H75 0.763 -3.585 -1.972  -0.212
H76 0.053 -5.154 -1.698  0.002
H77 0.139 -4.573 -3.371  0.617
H78 -2.487 -4.198 -4.083  0.359
H79 -1.933 -5.454 -3.132  0.466
H80 -3.396 -4.540 -2.606  0.317
H81 -1.019 -0.267 -3.876  -0.071
H82 0.663 -0.842 -3.784  -0.115
H83 -0.660 -2.004 -3.936  0.509
H84 0.309 0.683 -1.779  -0.143
H85 -0.621 0.150 -0.313  -0.848
H86 -1.409 0.834 -1.652  0.369

energy relative to the best compared isomer or geometry (same formula, charge and spin)	0.0	kcal per mole
net charge	0
E_HOMO	-8.231	eV
LUMO	0.010	hartree
total energy	-143794.9550	eV
structure (SMILES)	CN(C)P(=O)(N(C)C)N(C)C.CN(C)P(=O)(N(C)C)N(C)C.CN(C)P(=O)(N(C)C)N(C)C.O=S1(=O)CCCC1.O=S1(=O)CCCC1.O=S1(=O)CCCC1.O=S1(=O)CCCC1
2S+1	1



Here is 7 unconnected molecules or ions with the total composition C34H87N5O14 at a distorted geometry from OMol25. Energies are from the ωB97M-V functional and the def2-TZVPD basis.

Last column: Mulliken charge in e.
Geometry (Å):
C1 -3.338 -4.270 1.425  0.017
C2 -2.810 -5.771 1.663  -0.396
O1 -3.806 -6.638 2.222  -0.568
O2 -4.471 -4.363 0.550  -0.474
H1 -2.525 -3.700 0.974  -0.034
H2 -3.769 -3.824 2.321  0.286
H3 -1.930 -5.800 2.306  0.306
H4 -2.531 -6.326 0.767  0.283
H5 -3.720 -7.556 1.957  0.313
H6 -5.334 -4.532 0.934  0.279
C3 0.396 -2.546 8.795  -0.429
C4 0.435 -4.076 8.336  -0.196
O3 1.756 -4.381 7.896  -0.560
O4 1.644 -2.248 9.554  -0.558
H7 -0.555 -2.141 9.140  0.382
H8 0.553 -1.976 7.879  0.153
H9 -0.409 -4.161 7.651  0.256
H10 0.250 -4.708 9.204  0.359
H11 1.701 -5.121 7.286  0.272
H12 2.350 -2.756 9.147  0.324
C5 -1.021 -2.611 5.638  -0.647
O5 -1.475 -2.168 4.295  -0.424
C6 -0.382 -2.181 3.320  0.767
C7 -0.677 -1.310 2.065  -0.598
N1 0.416 -1.487 1.105  -0.231
C8 0.114 -0.773 -0.143  -0.429
C9 1.192 -1.092 -1.218  -0.642
O6 2.524 -0.574 -0.901  -0.478
C10 2.732 0.637 -1.659  -0.665
H13 -0.672 -3.644 5.615  0.471
H14 -1.639 -2.659 6.535  0.387
H15 -0.034 -2.196 5.843  0.055
H16 -0.269 -3.234 3.060  0.236
H17 0.516 -1.876 3.857  -0.679
H18 -0.808 -0.252 2.291  0.247
H19 -1.581 -1.818 1.727  0.240
H20 1.315 -1.246 1.495  0.306
H21 -0.096 0.294 -0.064  0.410
H22 -0.852 -1.086 -0.539  0.134
H23 0.844 -0.921 -2.237  0.389
H24 1.352 -2.170 -1.246  0.442
H25 2.782 0.553 -2.745  0.325
H26 3.714 1.008 -1.366  0.370
H27 1.923 1.339 -1.459  0.141
C11 6.475 0.869 9.325  -0.789
O7 6.228 0.296 8.056  -0.325
C12 4.876 0.554 7.660  -0.332
C13 4.724 0.019 6.283  -0.809
N2 3.566 0.519 5.604  -0.171
C14 3.159 -0.170 4.437  -0.756
C15 2.285 0.869 3.766  0.078
O8 3.046 2.061 3.434  -0.417
C16 2.245 3.030 2.658  -0.705
H28 7.532 1.135 9.288  0.246
H29 6.184 0.113 10.054  0.289
H30 5.813 1.684 9.618  0.356
H31 4.871 1.639 7.558  0.267
H32 4.213 0.203 8.451  0.371
H33 4.475 -1.030 6.449  0.284
H34 5.636 -0.014 5.687  0.305
H35 3.823 1.463 5.351  0.308
H36 2.552 -1.022 4.743  0.217
H37 3.892 -0.632 3.775  0.343
H38 1.294 1.029 4.190  0.367
H39 2.150 0.473 2.760  -0.100
H40 2.847 3.848 2.261  0.363
H41 1.372 3.553 3.048  0.366
H42 1.846 2.697 1.699  0.103
C17 -3.636 0.178 -5.651  -0.579
O9 -3.462 1.482 -5.265  -0.351
C18 -4.610 2.082 -4.500  -0.810
C19 -4.426 1.880 -3.058  -0.398
N3 -3.186 2.528 -2.677  -0.318
C20 -2.097 1.573 -2.456  -0.388
C21 -0.976 2.416 -1.937  0.048
O10 -0.363 3.171 -3.056  -0.003
C22 -0.184 4.508 -2.746  -1.100
H43 -2.698 -0.214 -6.045  0.276
H44 -4.449 0.073 -6.369  0.388
H45 -3.985 -0.405 -4.799  0.112
H46 -5.588 1.660 -4.731  0.422
H47 -4.561 3.158 -4.666  0.460
H48 -4.455 0.881 -2.624  0.192
H49 -5.141 2.468 -2.483  0.223
H50 -2.944 2.959 -3.559  0.240
H51 -1.821 1.029 -3.359  0.206
H52 -2.362 0.735 -1.812  0.504
H53 -0.236 1.716 -1.550  -0.716
H54 -1.426 3.013 -1.144  0.555
H55 -0.021 5.108 -3.641  0.262
H56 0.478 4.714 -1.905  0.314
H57 -1.152 4.822 -2.355  0.420
C23 1.609 2.562 -5.691  -0.586
O11 2.815 3.059 -6.026  -0.403
C24 3.842 3.063 -4.982  -0.158
C25 5.063 3.797 -5.437  -0.898
N4 4.730 5.250 -5.670  -0.326
C26 4.255 6.020 -4.543  -0.640
C27 5.284 6.111 -3.353  -0.349
O12 6.526 6.776 -3.792  -0.394
C28 6.538 8.061 -4.490  -0.686
H58 1.447 1.792 -4.937  0.241
H59 1.196 2.178 -6.623  0.340
H60 1.065 3.487 -5.502  0.212
H61 4.110 2.083 -4.586  0.344
H62 3.435 3.564 -4.103  0.255
H63 5.454 3.315 -6.333  0.420
H64 5.872 3.691 -4.715  0.404
H65 5.602 5.745 -5.789  0.234
H66 3.301 5.539 -4.331  0.247
H67 3.980 6.996 -4.943  0.344
H68 5.447 5.105 -2.967  0.231
H69 4.996 6.671 -2.464  0.368
H70 7.522 8.503 -4.335  0.270
H71 5.722 8.731 -4.220  0.299
H72 6.558 7.853 -5.560  0.261
C29 -8.302 -1.149 -1.545  -0.668
O13 -7.983 -2.271 -2.340  -0.387
C30 -6.665 -2.773 -2.221  0.115
C31 -6.686 -4.002 -3.281  -0.699
N5 -5.456 -4.823 -3.192  -0.374
C32 -4.369 -4.035 -3.695  -0.471
C33 -3.003 -4.866 -3.809  -0.487
O14 -1.901 -4.054 -4.328  -0.476
C34 -1.492 -2.929 -3.505  -0.495
H73 -7.698 -0.305 -1.877  0.199
H74 -7.985 -1.258 -0.508  0.295
H75 -9.377 -1.050 -1.395  0.299
H76 -6.674 -3.385 -1.319  0.119
H77 -5.755 -2.177 -2.288  0.080
H78 -6.714 -3.750 -4.341  0.457
H79 -7.527 -4.678 -3.124  0.342
H80 -5.511 -5.501 -3.939  0.270
H81 -4.159 -3.205 -3.020  0.124
H82 -4.619 -3.510 -4.617  0.413
H83 -3.269 -5.674 -4.490  0.329
H84 -2.647 -5.069 -2.799  0.284
H85 -2.243 -2.141 -3.470  0.115
H86 -0.645 -2.585 -4.099  0.299
H87 -1.296 -3.125 -2.451  0.329

energy relative to the best compared isomer or geometry (same formula, charge and spin)	170.0	kcal per mole
net charge	0
E_HOMO	-8.793	eV
LUMO	0.015	hartree
total energy	-72768.7891	eV
structure (SMILES)	COCCNCCOC.COCCNCCOC.COCCNCCOC.COCCNCCOC.COCCNCCOC.OCCO.OCCO
2S+1	1



Here is 13 unconnected molecules or ions with the total composition C34H90BN18O20 at a distorted geometry from OMol25. Energies are from the ωB97M-V functional and the def2-TZVPD basis.

Last column: Mulliken charge in e.
Geometry (Å):
O1 -3.254 -0.071 -0.870  -0.476
C1 -2.125 0.043 -0.491  0.380
O2 -1.128 -0.797 -0.724  -0.220
B1 0.130 -0.134 -0.368  0.426
O3 -0.245 1.053 0.373  0.524
C2 -1.534 1.296 0.245  0.362
O4 -2.171 2.255 0.585  -0.752
O5 0.994 0.312 -1.514  0.390
C3 2.117 -0.327 -1.480  0.284
O6 2.956 -0.251 -2.341  -0.230
C4 2.177 -1.204 -0.194  -0.483
O7 1.027 -1.042 0.393  -0.601
O8 3.168 -1.817 0.111  -0.636
C5 2.524 1.085 4.639  -0.754
C6 2.764 0.375 3.352  1.962
C7 3.557 1.180 2.299  -0.945
O9 2.854 2.312 1.911  0.088
C8 3.346 2.891 0.700  -0.636
N1 3.377 -0.955 3.588  -0.692
H1 2.182 2.094 4.389  -0.377
H2 3.456 1.210 5.195  0.407
H3 1.781 0.628 5.290  0.368
H4 1.860 -0.021 2.879  -1.013
H5 3.944 0.507 1.527  0.375
H6 4.454 1.512 2.847  0.414
H7 4.428 3.026 0.631  0.440
H8 2.955 3.876 0.442  0.109
H9 3.024 2.249 -0.125  0.025
H10 4.368 -0.926 3.779  0.245
H11 3.034 -1.594 2.890  0.126
C9 1.738 4.354 4.755  -0.751
C10 1.384 5.841 4.531  0.435
C11 0.981 6.244 3.113  -0.696
O10 -0.321 5.748 2.715  -0.529
C12 -0.417 4.346 2.529  -0.387
N2 0.240 6.044 5.464  -0.865
H12 0.930 3.644 4.594  -0.224
H13 2.158 4.081 5.723  0.293
H14 2.461 4.143 3.960  0.231
H15 2.164 6.545 4.829  0.486
H16 1.769 6.025 2.388  0.248
H17 0.891 7.330 3.167  0.449
H18 0.482 3.781 2.279  0.120
H19 -1.118 4.103 1.727  0.295
H20 -0.907 3.902 3.400  0.194
H21 -0.283 5.175 5.472  0.324
H22 -0.450 6.558 4.914  0.302
C13 1.909 -4.415 1.715  -0.497
C14 1.510 -5.780 2.221  0.297
C15 0.358 -5.719 3.242  0.360
O11 -0.135 -7.024 3.441  -0.397
C16 -1.353 -7.015 4.157  -0.697
N3 1.211 -6.662 1.121  -0.741
H23 1.151 -3.962 1.066  -0.378
H24 2.893 -4.425 1.254  0.243
H25 1.922 -3.635 2.484  0.254
H26 2.372 -6.224 2.731  0.324
H27 -0.391 -5.093 2.740  -0.685
H28 0.695 -5.196 4.140  0.446
H29 -1.236 -6.454 5.093  0.317
H30 -1.742 -7.992 4.426  0.299
H31 -2.094 -6.355 3.692  0.230
H32 0.520 -6.166 0.564  0.186
H33 0.774 -7.490 1.504  0.387
C17 -1.825 1.589 -5.604  -1.095
C18 -2.677 2.457 -4.671  0.014
C19 -3.495 1.570 -3.691  0.565
O12 -4.255 0.825 -4.620  -0.423
C20 -4.734 -0.432 -4.220  -0.454
N4 -1.794 3.348 -3.939  -0.471
H34 -1.015 1.143 -5.023  0.014
H35 -1.287 2.223 -6.315  0.424
H36 -2.368 0.854 -6.196  0.387
H37 -3.348 3.079 -5.262  0.592
H38 -4.039 2.190 -2.972  0.425
H39 -2.884 0.876 -3.108  -0.912
H40 -3.907 -1.096 -3.943  0.088
H41 -5.268 -0.951 -5.014  0.339
H42 -5.343 -0.280 -3.323  0.214
H43 -1.387 4.023 -4.570  0.339
H44 -1.022 2.975 -3.405  -0.061
C21 3.451 3.969 -4.930  -1.578
C22 2.074 3.671 -4.374  1.152
C23 2.005 3.862 -2.810  -0.104
O13 0.611 3.852 -2.475  -0.290
C24 0.277 4.169 -1.149  -0.502
N5 1.099 4.568 -4.984  -0.788
H45 3.817 4.969 -4.688  0.457
H46 3.354 3.889 -6.013  0.450
H47 4.221 3.289 -4.565  0.152
H48 1.791 2.679 -4.731  -0.294
H49 2.535 4.775 -2.531  0.372
H50 2.326 2.974 -2.256  -0.115
H51 -0.738 4.523 -0.982  0.325
H52 0.893 4.992 -0.761  0.537
H53 0.569 3.342 -0.495  -0.157
H54 0.373 4.528 -4.276  0.253
H55 1.448 5.521 -4.978  0.289
C25 -2.112 -3.388 1.939  -0.837
C26 -2.251 -2.584 3.225  0.599
C27 -1.748 -1.159 2.954  1.158
O14 -1.493 -0.538 4.185  -0.515
C28 -1.393 0.871 4.135  -0.728
N6 -3.642 -2.514 3.677  -0.758
H56 -2.521 -4.395 2.070  0.450
H57 -1.085 -3.452 1.589  -0.105
H58 -2.850 -3.060 1.199  0.053
H59 -1.606 -3.088 3.947  0.433
H60 -2.454 -0.698 2.250  -0.166
H61 -0.835 -1.113 2.343  -0.793
H62 -1.118 1.235 3.143  0.039
H63 -0.766 1.289 4.922  0.326
H64 -2.378 1.293 4.364  0.434
H65 -3.697 -1.678 4.257  0.508
H66 -4.200 -2.144 2.907  -0.062
C29 -5.698 2.325 2.862  0.490
O15 -5.804 3.484 3.253  -0.727
N7 -4.546 1.808 2.350  0.018
N8 -6.777 1.537 2.763  -0.291
H67 -3.845 2.474 2.071  0.056
H68 -4.677 0.906 1.919  0.051
H69 -6.862 0.693 2.223  0.268
H70 -7.546 1.865 3.321  0.179
C30 5.982 -0.633 -4.516  0.499
O16 7.177 -0.627 -4.828  -0.737
N9 5.206 0.449 -4.278  -0.115
N10 5.345 -1.799 -4.382  -0.325
H71 5.640 1.350 -4.205  0.154
H72 4.279 0.288 -3.913  0.105
H73 4.347 -1.727 -4.515  0.105
H74 5.919 -2.587 -4.629  0.309
C31 -6.521 -1.934 0.761  0.700
O17 -6.262 -1.081 1.603  -0.691
N11 -6.719 -3.212 1.094  -0.429
N12 -6.732 -1.693 -0.535  -0.359
H75 -6.663 -3.513 2.053  0.261
H76 -7.123 -3.838 0.421  0.138
H77 -6.721 -0.718 -0.791  0.189
H78 -6.864 -2.445 -1.180  0.149
C32 5.966 -3.923 -0.695  0.483
O18 7.094 -4.417 -0.757  -0.704
N13 5.404 -3.208 -1.688  -0.228
N14 5.311 -3.703 0.468  -0.209
H79 4.558 -2.675 -1.600  0.261
H80 6.036 -3.092 -2.461  0.073
H81 4.559 -3.043 0.337  0.364
H82 5.782 -3.794 1.349  0.213
C33 -1.942 -4.072 -2.458  0.387
O19 -1.213 -4.507 -3.325  -0.659
N15 -1.540 -3.777 -1.202  0.044
N16 -3.266 -3.740 -2.636  -0.310
H83 -2.056 -3.094 -0.678  -0.115
H84 -0.537 -3.831 -1.110  0.148
H85 -3.689 -4.044 -3.499  0.257
H86 -3.918 -3.714 -1.875  0.142
C34 1.092 -1.422 -5.194  0.250
O20 1.076 -2.264 -6.095  -0.751
N17 1.954 -0.372 -5.243  -0.031
N18 0.364 -1.420 -4.093  0.121
H87 1.766 0.419 -4.653  -0.192
H88 2.618 -0.333 -5.997  0.238
H89 -0.072 -2.302 -3.854  0.207
H90 0.717 -0.907 -3.298  -0.148

energy relative to the best compared isomer or geometry (same formula, charge and spin)	47.3	kcal per mole
net charge	-1
E_HOMO	-7.045	eV
LUMO	0.048	hartree
total energy	-105176.2180	eV
2S+1	1